Entry from the OMol25 dataset: C42H45BBaF23O36 as an isolated structure at a distorted geometry (ωB97M-V/def2-TZVPD).

charge: +1
HOMO: -12.6 eV
total energy: -181874.7810 eV
gap between HOMO and LUMO: 11.02 eV

Element x y z (Å)
Ba -0.2724 -0.0508 0.8047
B 2.3310 2.1375 1.8099
F 2.4856 0.7431 2.0976
F 1.8901 2.9052 2.9049
F 3.5197 2.6131 1.3662
F 1.2319 2.0865 0.8665
C 0.7935 -0.1417 -5.4083
C 1.4955 1.2350 -5.1482
O 1.4478 1.4277 -3.7506
C 0.4441 0.5090 -3.2840
O -0.0064 0.5595 -2.1688
O 0.1108 -0.3519 -4.2136
F 0.7808 2.2788 -5.7308
H 1.4570 -0.9495 -5.6324
H 0.0898 -0.0337 -6.2393
H 2.5483 1.3251 -5.5265
C 2.4959 -3.1717 -3.4262
C 3.2868 -3.7708 -2.3270
O 2.8089 -3.2730 -1.0810
C 1.9477 -2.2507 -1.4055
O 1.3940 -1.6674 -0.5306
O 1.8245 -2.1512 -2.7051
F 4.6262 -3.3976 -2.4245
H 1.7628 -3.8385 -3.8539
H 3.1017 -2.7166 -4.2080
H 3.3504 -4.8518 -2.3395
C 2.1951 -4.5683 3.8862
C 3.0625 -4.1750 2.6114
O 2.2891 -3.1703 1.9836
C 1.0656 -3.1071 2.5662
O 0.2263 -2.3501 2.2167
O 0.9099 -4.0782 3.5241
F 3.0295 -5.2311 1.7105
H 2.5591 -4.0030 4.7932
H 2.2473 -5.6556 3.8409
H 4.1308 -3.9524 2.8794
C -3.4629 -4.8685 4.3625
C -2.5956 -3.7123 4.6921
O -2.2269 -3.2067 3.4130
C -2.4615 -4.1596 2.4537
O -2.1356 -3.9830 1.3045
O -3.0065 -5.2631 3.0221
F -1.4471 -3.9762 5.3757
H -4.4729 -4.4923 4.3056
H -3.3153 -5.6853 5.0689
H -3.0897 -2.9443 5.2363
C -3.4705 -3.5325 -3.0782
C -4.4500 -3.2644 -1.9174
O -3.8094 -2.1944 -1.1907
C -2.4457 -2.2380 -1.4905
O -1.5987 -1.6149 -0.8962
O -2.1984 -3.0165 -2.5530
F -4.4355 -4.3336 -1.0517
H -3.7988 -2.9571 -3.8844
H -3.4705 -4.6009 -3.3313
H -5.4406 -3.0222 -2.1296
C 3.4435 3.5540 -1.8050
C 4.1281 4.7482 -1.1871
O 3.2944 5.2367 -0.2117
C 2.1111 4.5401 -0.2567
O 1.1846 4.7312 0.4741
O 2.1911 3.5330 -1.0813
F 4.1574 5.7201 -2.2341
H 3.9610 2.6385 -1.5195
H 3.2975 3.6356 -2.8822
H 5.1253 4.6598 -0.8101
C -1.0869 -6.2315 -0.6098
C 0.3309 -5.5898 -0.7515
O 0.4053 -5.0500 -2.0034
C -0.6436 -5.5600 -2.7512
O -0.7598 -5.4005 -3.9533
O -1.5242 -6.2026 -1.9599
F 1.2643 -6.6105 -0.7801
H -1.7063 -5.5985 0.0642
H -1.0595 -7.3071 -0.4478
H 0.5315 -4.7874 -0.0789
C 1.7454 5.6019 3.7252
C 3.1937 6.0177 3.8582
O 3.7226 4.9932 4.6836
C 2.6902 4.4303 5.3898
O 2.9523 3.6773 6.2758
O 1.4956 4.8417 4.9082
F 3.4507 7.2709 4.4435
H 1.5395 5.0078 2.7900
H 1.1339 6.4822 3.6773
H 3.7864 6.0100 2.9326
C 0.3177 1.9537 6.3775
C 1.5686 0.9901 6.3861
O 1.4536 0.4455 5.0285
C 0.2399 0.7411 4.5005
O -0.1765 0.2900 3.4601
O -0.5209 1.5409 5.3301
F 1.2552 -0.0498 7.2486
H 0.4989 3.0318 6.2318
H -0.1589 1.7937 7.3806
H 2.5158 1.4806 6.6838
C -6.1276 0.3241 3.0214
C -5.0507 -0.1017 3.9702
O -3.8434 -0.2651 3.2438
C -4.1590 -0.0851 1.9225
O -3.3575 -0.0876 1.0262
O -5.4855 0.0852 1.7831
F -5.3557 -1.3404 4.4820
H -6.4543 1.3746 3.1535
H -6.9631 -0.3376 3.1268
H -4.7458 0.5309 4.8440
C -4.6243 4.0558 -6.2663
C -4.9796 2.6245 -6.5208
O -4.8948 1.8249 -5.3008
C -3.6961 1.4133 -4.8375
O -2.5666 1.5755 -5.2840
C -3.8787 0.7495 -3.4897
F -4.4951 1.5145 -2.6605
F -4.5522 -0.3468 -3.5418
F -2.7098 0.3525 -2.9384
H -4.2768 4.5537 -7.1763
H -3.8406 4.2282 -5.4884
H -5.4658 4.6442 -5.8998
H -4.2940 2.2206 -7.2605
H -5.9556 2.4934 -6.8895
C -2.5677 4.5521 -2.5453
C -1.6954 3.6992 -1.5817
O -1.6199 4.4056 -0.3218
C -1.7626 3.5380 0.7377
O -1.6658 2.3474 0.7696
C -2.2993 4.3513 1.9258
F -2.6955 3.5758 2.9435
F -1.3714 5.1653 2.4113
F -3.3428 5.0739 1.5198
H -2.5285 4.1981 -3.6099
H -2.3325 5.6010 -2.5657
H -3.5978 4.3763 -2.2020
H -0.7020 3.5141 -1.9877
H -2.1910 2.7711 -1.3992
C 5.3525 -1.9116 0.9061
C 5.1495 -0.5185 0.3744
O 4.7602 -0.5506 -1.0463
C 5.7537 -0.6961 -1.9446
O 6.8675 -0.9862 -1.7321
C 5.3441 -0.3299 -3.3228
F 4.0227 -0.3353 -3.5464
F 5.7691 0.9022 -3.5541
F 5.9401 -1.1531 -4.1296
H 4.4193 -2.3963 0.6893
H 5.5293 -1.9134 1.9710
H 6.1130 -2.4159 0.2294
H 6.0869 0.0568 0.4825
H 4.3585 0.0212 0.8133

Cartesian forces (eV/Å) of the 3 atoms listed first:
Ba 0.0 0.3 0.0
B -1.1 -1.0 0.8
F 0.0 0.1 0.4


Entry from the OMol25 dataset: C42H45N3O3PRuS3SeSi as an isolated structure (ωB97M-V/def2-TZVPD).

charge: -2
HOMO (alpha / beta): -2.5 / -2.8 eV
multiplicity: 2
<S²>: 0.76
total energy: -172504.2426 eV
gap between HOMO and LUMO (alpha / beta): 6.76 / 6.97 eV
energy above the lowest of the compared OMol25 structures with the same formula, charge and spin: 0.19 kcal per mole

Element x y z (Å)
Ru 0.5218 -0.0114 -0.6349
O -0.0145 -0.5519 1.8697
C -0.5135 -0.4368 3.2062
C -2.0761 -0.1990 3.1429
O -2.7002 -0.4946 4.1745
O -2.4889 0.3392 2.0961
C 0.1391 0.7856 3.8666
C 1.5144 0.9656 3.7373
C 2.1426 2.0729 4.2832
C 1.4032 3.0195 4.9809
C 0.0354 2.8421 5.1271
C -0.5937 1.7328 4.5745
C -0.1833 -1.6957 3.9968
C -0.3512 -1.7195 5.3823
C -0.0645 -2.8604 6.1104
C 0.4002 -4.0068 5.4722
C 0.5697 -3.9923 4.0991
C 0.2792 -2.8450 3.3677
H 0.8576 -0.9770 1.8844
H 2.1163 0.2478 3.1933
H 3.2100 2.1949 4.1444
H 1.8900 3.8927 5.4002
H -0.5543 3.5777 5.6622
H -1.6629 1.5988 4.6844
H -0.7271 -0.8366 5.8799
H -0.2062 -2.8577 7.1853
H 0.6286 -4.8986 6.0448
H 0.9293 -4.8715 3.5771
H 0.4074 -2.8724 2.2935
S 4.6766 -0.1348 1.2855
C 3.2018 -0.1336 0.5426
S 2.3070 -1.5229 0.0064
S 2.2713 1.2975 0.1994
C 0.5905 -7.1052 0.9808
C 0.2058 -5.7942 0.3456
C -0.7964 -5.0045 0.8860
C -1.1548 -3.7789 0.3255
C -2.2398 -2.9627 0.9705
C -0.4797 -3.3382 -0.8190
Se -0.9859 -1.6556 -1.6119
C 0.5219 -4.1311 -1.3962
C 1.2484 -3.6930 -2.6361
C 0.8507 -5.3429 -0.7993
H 0.1067 -7.2243 1.9513
H 1.6705 -7.1676 1.1320
H 0.2985 -7.9533 0.3552
H -1.3025 -5.3276 1.7908
H -2.5260 -3.3886 1.9333
H -3.1252 -2.9177 0.3306
H -1.9232 -1.9314 1.1278
H 1.8196 -2.7823 -2.4506
H 0.5461 -3.4628 -3.4403
H 1.9358 -4.4714 -2.9727
H 1.6443 -5.9424 -1.2369
C -1.5603 0.5680 -6.5833
C -0.1788 0.4919 -6.7113
C 0.6192 0.4120 -5.5789
C 0.0733 0.4054 -4.2913
C -1.3144 0.4670 -4.1934
C -2.1273 0.5522 -5.3178
Si 1.2858 0.3065 -2.8152
C 2.4156 1.8093 -3.1610
C 3.7585 1.7558 -2.7709
C 4.6290 2.8066 -3.0162
C 4.1746 3.9524 -3.6584
C 2.8491 4.0290 -4.0584
C 1.9871 2.9642 -3.8157
H -2.1889 0.6306 -7.4641
H 0.2764 0.4958 -7.6955
H 1.6975 0.3605 -5.6949
H -1.7778 0.4286 -3.2152
H -3.2042 0.5962 -5.2018
H 2.1866 -0.8055 -3.2446
H 4.1281 0.8769 -2.2530
H 5.6605 2.7363 -2.6916
H 4.8501 4.7802 -3.8426
H 2.4819 4.9168 -4.5613
H 0.9583 3.0395 -4.1527
C -1.6092 4.7619 -0.1761
N -1.8549 3.8205 0.9032
C -3.2176 3.2993 0.7850
N -3.5159 2.7188 -0.5278
C -3.1999 3.6911 -1.5642
N -1.8357 4.2209 -1.5177
C -0.8543 3.1715 -1.8355
P -0.9464 1.7348 -0.6716
C -0.8756 2.7253 0.8881
C -2.7723 1.4647 -0.7192
H -0.5783 5.1185 -0.1113
H -2.2847 5.6140 -0.0462
H -3.9108 4.1313 0.9484
H -3.3696 2.5341 1.5467
H -3.8850 4.5382 -1.4533
H -3.3652 3.2345 -2.5442
H 0.1547 3.5915 -1.7874
H -1.0137 2.8355 -2.8618
H 0.1344 3.1270 1.0065
H -1.0752 2.0418 1.7123
H -3.0098 0.7647 0.0826
H -3.0649 1.0109 -1.6697

Cartesian forces (eV/Å) of the 3 atoms listed first:
Ru 0.0 0.1 0.1
O -0.1 -0.1 0.0
C 0.0 0.0 0.0


- Which of these has the highest total energy?
  C42H45N3O3PRuS3SeSi


- Which of these has the highest total energy?
  C42H45N3O3PRuS3SeSi